Density functional theory data (ωB97M-V/def2-TZVPD) for a 21-piece molecular cluster, C84H105N21 overall in a non-equilibrium geometry.

```
210
Properties=species:S:1:pos:R:3:forces:R:3:lowdin_charge:R:1
N 1.41606 2.48786 3.95420 0.816 0.092 0.931 0.03
C 2.40077 3.21155 4.56726 -0.216 1.912 0.860 -0.18
C 3.61283 2.63812 4.39053 -1.236 -2.890 -1.631 -0.09
C 3.30834 1.38332 3.66031 0.611 0.978 -0.251 -0.07
C 1.94539 1.33418 3.47187 1.181 0.419 -0.390 -0.15
H 0.45710 2.70251 4.04982 -1.009 -0.007 0.003 0.11
H 2.18236 4.12543 5.14461 -0.109 -0.630 -0.537 0.12
H 4.58124 2.88699 4.71427 0.755 0.622 0.437 0.07
H 4.04048 0.77493 3.10827 -0.532 0.036 0.849 0.07
H 1.35268 0.65342 2.91467 -0.353 -0.457 -0.354 0.09
N 4.05673 -2.37526 0.47762 -1.381 0.776 0.513 0.02
C 4.01992 -1.11368 1.01936 1.047 -0.703 -0.687 -0.14
C 5.31364 -0.71939 1.25546 -0.680 -1.029 0.046 -0.11
C 6.12977 -1.82962 0.94049 1.354 -0.215 -0.345 -0.11
C 5.32051 -2.80906 0.43211 0.496 -1.598 0.173 -0.17
H 3.25354 -2.94203 0.25702 -0.108 0.032 0.015 0.11
H 3.13346 -0.57778 1.12154 -1.377 0.689 0.131 0.08
H 5.56076 0.20806 1.68978 0.555 0.796 0.229 0.07
H 7.21091 -1.94616 1.03189 -0.421 0.315 0.009 0.10
H 5.46028 -3.87846 0.20742 0.383 0.873 -0.076 0.12
N -2.58743 -9.04795 0.40765 -0.233 -1.344 -2.993 0.00
C -2.63594 -8.01543 -0.52021 -0.309 -0.219 0.030 -0.13
C -2.28360 -6.86589 0.11585 -0.272 -0.180 0.268 -0.11
C -2.00866 -7.20280 1.45780 0.683 0.874 0.100 -0.11
C -2.09737 -8.54972 1.54692 -0.501 -0.725 2.254 -0.18
H -2.75414 -10.04308 0.11847 0.459 1.691 0.894 0.18
H -2.94786 -8.13831 -1.53815 -0.084 -0.323 -0.132 0.09
H -2.25245 -5.89084 -0.29669 0.000 0.586 -0.426 0.05
H -1.75853 -6.49796 2.23926 0.151 -0.264 -0.012 0.09
H -2.00128 -9.17763 2.41566 0.105 -0.055 0.060 0.11
N -4.11134 5.04358 -5.81422 0.630 -0.427 -1.114 0.00
C -4.09110 3.68783 -5.64045 -0.131 -0.070 -0.232 -0.13
C -3.88094 3.45610 -4.29630 -0.893 -0.733 0.038 -0.12
C -3.75322 4.72095 -3.66702 0.280 -0.160 -0.072 -0.09
C -3.80659 5.67522 -4.67160 -0.649 -1.719 1.467 -0.13
H -4.23441 5.51773 -6.69240 0.140 -0.142 -0.023 0.15
H -4.18832 3.05715 -6.51523 -0.194 -0.133 0.375 0.11
H -4.03176 2.48756 -3.78522 0.548 0.693 -0.471 0.08
H -3.67290 4.78454 -2.58787 0.222 0.559 -0.232 0.08
H -3.72957 6.69790 -4.68883 0.132 2.176 0.338 0.09
N 7.77915 1.27991 -0.86950 2.095 -0.912 0.434 0.04
C 8.91266 1.37595 -0.08934 1.024 0.369 -0.683 -0.14
C 9.91659 0.52100 -0.55878 -2.644 -0.682 -0.696 -0.08
C 9.25530 -0.22975 -1.62892 0.755 0.697 0.943 -0.11
C 8.00370 0.31410 -1.78598 0.140 -0.981 -0.919 -0.17
H 7.07018 1.96683 -0.90766 -0.906 0.468 0.090 0.10
H 8.95188 2.21399 0.56588 0.221 0.193 0.662 0.09
H 10.90182 0.26798 -0.20765 -0.031 0.428 0.340 0.08
H 9.70604 -1.08384 -2.13798 -0.404 0.458 -0.017 0.09
H 7.27070 0.04511 -2.51665 -0.374 -0.039 -0.131 0.10
N 2.32644 -1.94731 -3.79464 -0.735 -1.631 -0.296 0.01
C 2.34309 -0.62317 -4.11390 -1.225 -0.719 -0.994 -0.15
C 3.25109 -0.01685 -3.33967 2.172 0.232 1.904 -0.13
C 3.88339 -1.01560 -2.48711 -0.820 -1.104 -0.425 -0.08
C 3.19843 -2.24489 -2.81102 2.334 1.885 0.822 -0.14
H 1.82160 -2.73499 -4.21982 -0.124 1.185 -0.151 0.13
H 1.68679 -0.24173 -4.87388 -0.097 0.084 -0.060 0.10
H 3.51944 1.03613 -3.32221 -0.267 -0.322 -0.199 0.06
H 4.75066 -0.85814 -1.78771 -1.256 -0.316 -0.761 0.09
H 3.40797 -3.29289 -2.56073 -0.182 0.721 0.099 0.11
N -0.38170 -3.61614 6.41771 -0.014 -0.422 -0.051 0.00
C 0.89570 -3.66332 6.92143 -0.036 1.490 -0.342 -0.13
C 1.53250 -2.48573 6.50588 -0.453 -0.039 -0.168 -0.08
C 0.57513 -1.75140 5.69404 0.806 -0.895 1.023 -0.11
C -0.56216 -2.49330 5.67461 -0.554 -0.059 -0.013 -0.18
H -1.09661 -4.32396 6.50938 0.357 0.068 0.099 0.15
H 1.12757 -4.43258 7.63170 0.437 -0.122 -0.058 0.10
H 2.53580 -2.09789 6.74789 -0.717 -0.598 -0.059 0.10
H 0.67960 -0.77208 5.29376 0.269 0.452 -0.351 0.07
H -1.52938 -2.31207 5.24647 -0.115 0.120 -0.228 0.09
N 2.20660 -4.42249 2.53149 0.487 0.724 0.697 0.00
C 2.68932 -5.36469 1.68996 -2.241 1.248 -1.123 -0.11
C 1.80470 -5.28795 0.60176 0.731 -0.629 1.255 -0.11
C 0.79685 -4.31418 0.88334 -0.165 -0.207 -2.017 -0.12
C 1.13785 -3.71717 2.05468 0.346 -1.244 0.266 -0.13
H 2.71769 -4.15161 3.32625 0.393 0.455 1.119 0.13
H 3.53474 -5.93322 2.00410 0.283 -0.393 -0.340 0.11
H 1.83037 -6.00545 -0.16614 -0.168 -0.473 -1.086 0.07
H -0.04434 -4.10358 0.18717 0.726 -0.055 0.855 0.08
H 0.66521 -3.00227 2.67035 -0.358 0.728 0.375 0.09
N -1.94855 0.56735 -2.40589 -1.202 -0.128 -0.266 0.08
C -3.21279 0.25782 -1.94459 0.365 -0.121 -0.697 -0.15
C -4.00210 -0.10745 -3.02239 1.069 0.250 -0.033 -0.11
C -3.16715 -0.01135 -4.19404 -0.034 0.092 0.809 -0.14
C -1.92839 0.42509 -3.76466 -0.954 -0.359 0.527 -0.15
H -1.16940 0.84505 -1.82235 -0.023 0.020 -0.010 0.09
H -3.43968 0.26981 -0.89894 0.091 0.091 0.200 0.08
H -5.03021 -0.41611 -2.97401 -0.118 -0.051 -0.019 0.09
H -3.44223 -0.27209 -5.20170 -0.007 0.127 -0.085 0.10
H -1.04801 0.63159 -4.29587 0.966 0.196 -0.651 0.09
N 0.90053 -2.20863 -7.70492 -0.416 1.029 -0.587 0.01
C -0.04221 -1.35521 -7.15671 -0.559 -0.303 0.046 -0.12
C -0.71158 -1.99996 -6.10111 2.192 0.925 -1.292 -0.08
C -0.04187 -3.23999 -5.99508 -0.504 -1.934 -0.092 -0.14
C 0.85520 -3.36006 -7.03275 0.594 -1.895 1.242 -0.17
H 1.48036 -2.04459 -8.52381 -0.436 0.139 0.480 0.16
H -0.23865 -0.41961 -7.64707 0.063 0.258 0.169 0.10
H -1.36224 -1.49967 -5.41536 -0.419 -0.202 0.011 0.04
H -0.28072 -4.15328 -5.42765 -0.071 0.920 0.195 0.10
H 1.46135 -4.26444 -7.23140 -0.334 1.016 -0.158 0.12
N 3.94405 6.53018 1.91075 1.046 1.631 -0.831 0.04
C 5.18765 6.29071 2.43214 -0.126 -0.442 0.245 -0.13
C 6.09679 6.99693 1.65550 1.507 -1.087 1.381 -0.15
C 5.37359 7.64436 0.69158 -0.422 2.824 -2.183 -0.17
C 4.02489 7.43974 0.86742 0.284 -1.193 -0.120 -0.10
H 3.10768 6.06873 2.12478 -1.104 -0.682 0.574 0.08
H 5.27364 5.63636 3.30880 0.160 0.379 -0.611 0.12
H 7.20182 7.05419 1.68004 -0.969 -0.252 0.504 0.11
H 5.83129 8.36737 -0.01877 -0.575 -0.767 0.465 0.11
H 3.18351 7.71973 0.22347 0.360 -0.222 0.664 0.12
N -2.01325 -2.98585 -3.18668 -0.237 -2.269 0.297 0.05
C -2.66024 -4.16128 -3.60106 -0.202 -0.619 0.006 -0.13
C -1.95075 -5.27945 -3.14332 0.257 1.577 0.092 -0.11
C -0.83343 -4.74265 -2.42713 0.375 -1.590 0.263 -0.16
C -0.90046 -3.39747 -2.43414 -0.540 2.363 -0.858 -0.15
H -2.42555 -2.04509 -3.23551 0.443 -0.663 0.016 0.10
H -3.59067 -4.19287 -4.20080 0.806 0.467 0.552 0.11
H -2.07222 -6.36044 -3.22411 -0.499 0.600 -0.375 0.09
H -0.07369 -5.39283 -1.97119 -0.304 0.673 -0.147 0.10
H -0.24213 -2.59514 -2.10425 -0.075 -0.556 0.154 0.09
N -3.69347 -1.21669 1.42685 -0.583 -0.836 -1.085 0.05
C -2.81233 -2.01119 2.15275 -0.961 0.853 -0.901 -0.12
C -2.76606 -3.19149 1.48514 0.544 -0.915 0.050 -0.15
C -3.63555 -3.18836 0.37526 0.125 0.304 -0.959 -0.09
C -4.19902 -1.93464 0.32584 0.661 0.094 1.075 -0.11
H -4.12695 -0.34813 1.68184 0.137 0.258 0.496 0.10
H -2.24251 -1.64428 2.98804 -0.178 0.059 0.072 0.08
H -2.08510 -3.98894 1.65816 0.396 -0.504 0.458 0.07
H -3.63501 -3.97360 -0.39432 -0.341 0.533 0.452 0.10
H -4.83189 -1.47400 -0.43013 0.074 -0.132 0.529 0.10
N 5.41923 4.49960 -0.21507 -0.432 -0.256 -1.057 0.03
C 5.31625 4.45085 -1.56783 0.198 -0.332 -0.826 -0.14
C 4.85687 3.19367 -1.89609 -1.206 -0.798 -0.052 -0.12
C 4.53090 2.52694 -0.65169 1.088 0.440 -1.529 -0.12
C 4.94543 3.36532 0.35423 -0.463 -0.443 0.538 -0.13
H 5.76696 5.31383 0.21151 0.239 0.921 1.136 0.07
H 5.53837 5.33235 -2.16924 0.137 -0.470 0.194 0.12
H 4.59903 2.69724 -2.86086 0.562 1.062 0.752 0.09
H 4.16876 1.51830 -0.71108 -0.133 -0.197 0.838 0.07
H 4.85479 3.29200 1.42828 0.121 -0.127 -0.053 0.11
N -6.89360 -1.28848 3.19412 -0.464 1.660 -2.241 0.02
C -7.06472 -0.53183 2.02473 -0.269 -0.729 0.220 -0.12
C -6.39881 0.64389 2.25047 0.326 0.640 -0.629 -0.15
C -5.80760 0.60377 3.52854 0.173 -0.273 -0.005 -0.12
C -6.16935 -0.60495 4.09819 0.746 -0.203 0.982 -0.14
H -7.30004 -2.16978 3.30858 -0.467 -1.337 0.424 0.12
H -7.62668 -0.92385 1.14998 0.554 0.380 0.990 0.12
H -6.19724 1.52652 1.63306 -0.496 -0.678 -0.210 0.09
H -5.08532 1.38144 3.73811 -0.145 -0.244 0.948 0.07
H -5.99407 -1.13170 5.04980 0.195 0.786 -0.531 0.11
N 0.82060 5.32029 -1.06824 0.545 -1.033 -1.393 0.03
C 1.91486 4.83270 -0.37885 -1.111 0.894 1.235 -0.10
C 1.48670 4.72380 0.93644 -0.300 -0.827 0.278 -0.12
C 0.06137 4.98362 0.96926 0.514 -0.550 0.956 -0.12
C -0.30189 5.27814 -0.30347 -0.587 1.003 -0.165 -0.17
H 0.77069 5.31381 -2.08451 0.134 0.105 0.361 0.13
H 2.87256 4.66531 -0.84017 -0.005 0.078 -0.062 0.08
H 2.04258 4.32175 1.79647 -0.152 0.188 -0.624 0.09
H -0.62067 4.85905 1.82826 0.663 0.210 -0.583 0.09
H -1.26519 5.56928 -0.71402 0.263 -0.157 0.095 0.11
N -0.54174 3.57833 -4.81942 -0.476 0.159 -0.665 0.03
C 0.37113 3.72125 -5.85822 -0.195 -0.724 1.279 -0.10
C 1.61612 3.51279 -5.27554 0.883 1.368 -1.756 -0.13
C 1.46538 3.32190 -3.91666 -1.117 0.229 1.461 -0.13
C 0.10485 3.36920 -3.62980 0.979 -0.003 -1.397 -0.14
H -1.56466 3.56885 -4.95291 0.810 0.052 0.322 0.11
H 0.02363 3.91408 -6.86758 0.250 -0.064 0.270 0.10
H 2.60046 3.78292 -5.68072 -0.639 -0.570 -0.307 0.10
H 2.26097 3.33304 -3.19145 0.048 -0.280 0.118 0.07
H -0.38865 3.34581 -2.69954 -0.661 -0.243 0.744 0.09
N -2.83779 1.99871 5.52535 0.135 -2.400 1.484 0.02
C -2.93501 2.78877 4.46531 0.824 0.072 -2.525 -0.14
C -2.17545 2.16678 3.45067 -0.838 1.674 -0.575 -0.11
C -1.64404 0.98333 3.93648 -0.194 -0.484 -0.470 -0.14
C -2.10957 0.87773 5.20586 0.240 -0.171 0.405 -0.13
H -3.46342 1.90086 6.31335 0.104 0.773 -0.112 0.16
H -3.54109 3.66187 4.48953 -0.183 0.493 -0.192 0.11
H -2.03853 2.37523 2.39662 -0.285 0.829 0.230 0.07
H -1.13868 0.30823 3.24598 0.159 -0.053 0.856 0.08
H -1.99906 0.09053 5.89138 0.134 -0.705 0.902 0.09
N -5.07411 -4.79981 3.52275 -0.687 -0.741 -1.095 0.02
C -5.48720 -4.41083 4.74209 -0.550 0.385 1.041 -0.18
C -6.51143 -5.23700 5.14772 1.148 -0.105 -1.604 -0.11
C -6.71217 -6.16794 4.08606 -0.630 -0.692 0.651 -0.12
C -5.84711 -5.86934 3.07299 0.801 0.453 0.011 -0.12
H -4.52825 -4.23880 2.90361 0.570 0.284 -0.277 0.10
H -5.05884 -3.55977 5.25820 0.074 -0.154 -0.204 0.10
H -6.97787 -5.25518 6.07836 -0.685 0.095 1.272 0.07
H -7.38079 -7.02643 4.19888 0.255 0.421 -0.496 0.10
H -5.63373 -6.31700 2.09694 -0.212 0.197 0.595 0.11
N -5.34044 3.84302 -0.09351 -2.323 1.306 0.003 -0.01
C -4.85739 4.77826 0.79528 0.222 0.047 0.680 -0.12
C -3.50428 4.54449 0.94521 -1.126 -2.160 -1.629 -0.09
C -3.21837 3.39732 0.10040 -0.379 0.996 -0.353 -0.10
C -4.37906 3.04712 -0.57416 1.898 0.562 1.351 -0.16
H -6.30862 3.86738 -0.42704 0.813 -0.122 0.231 0.16
H -5.53424 5.45892 1.33283 0.455 -0.426 -0.543 0.11
H -2.75251 4.97789 1.52984 0.433 0.894 0.872 0.06
H -2.23197 3.03736 -0.11968 0.188 -0.299 0.042 0.06
H -4.50056 2.39029 -1.38320 -0.384 -0.779 -0.662 0.07
N 0.98438 -0.25020 -0.90801 0.203 0.843 0.460 0.06
C -0.05134 -0.72678 -0.16210 0.731 -0.343 0.193 -0.14
C -0.62860 0.30859 0.49658 -0.327 0.997 -0.081 -0.12
C 0.09410 1.49109 0.11635 0.078 -0.570 0.060 -0.10
C 1.11706 1.11506 -0.70580 -0.058 -1.254 -0.405 -0.10
H 1.71955 -0.78165 -1.33189 0.266 -0.452 -0.329 0.09
H -0.18596 -1.77111 -0.01825 -0.339 -0.569 -0.208 0.08
H -1.52005 0.23956 1.10401 0.141 0.063 -0.034 0.07
H -0.04598 2.48544 0.42706 -0.290 0.960 0.468 0.05
H 1.98220 1.60414 -1.13025 -0.368 0.288 0.010 0.09
```
Positions in Å, forces in eV/Å.

Output
ΔE to the lowest compared entry with this formula, charge and spin = 6.2 kcal/mol
largest force on an atom = 3.59 eV/A
frontier orbital gap = 8.056 eV
HOMO energy = -7.6 eV
molecular weight = 1408.9 g/mol